No. 1
C8H11F3N3 | ωB97M-V with the def2-TZVPD basis set

Last column: natural (NBO) charge in e.
Geometry (Å):
F 3.49133 1.63126 -0.63711  -0.288
F 4.54535 -0.21668 -0.92096  -0.240
F 3.72146 0.24110 0.98419  -0.274
N -1.82673 -1.63635 -0.37558  -0.592
N 0.40576 0.09231 -0.18761  -0.289
N 1.77765 -1.44794 -0.84508  -0.332
C -1.68621 -0.24566 -0.72325  -0.236
C -1.20935 0.59087 1.66781  -0.613
C 2.23819 -0.27844 -0.80011  0.573
C -0.51732 -2.23906 -0.34391  -0.318
C 3.52765 0.31663 -0.34856  0.892
C -0.86852 0.62427 0.16404  0.065
C 0.54884 -1.20566 -0.38026  0.434
C -0.82118 2.17326 -0.12957  -0.586
H -0.43133 -2.82741 0.61775  0.279
H -2.00816 1.27691 1.83829  0.239
H -0.43252 -2.87147 -1.21858  0.265
H -2.57147 -1.97639 0.32493  0.423
H -1.25054 -0.15959 -1.72911  0.211
H -1.52983 -0.43307 1.96207  0.212
H -0.14469 2.59362 0.55796  0.229
H -0.29020 0.87515 2.32367  0.243
H -0.17801 2.30792 -1.02521  0.220
H -1.75408 2.58302 -0.08612  0.232
H -2.73610 0.23140 -0.68966  0.252

## Properties
Total charge: +1
Energy relative to the best compared isomer or geometry (same formula, charge and spin): 1.5125 eV

---

No. 2
C8H11F4P | ωB97M-V with the def2-TZVPD basis set

Last column: natural (NBO) charge in e.
Geometry (Å):
P 0.10103 2.13687 -3.18324  0.074
F 1.93385 -1.39781 0.67607  -0.349
F 1.69236 0.49279 -0.47179  -0.321
F -1.88236 -0.47164 -2.05225  -0.322
F 0.60035 -1.42611 -1.85811  -0.347
C 0.30391 0.27450 1.46464  -0.317
C 1.03997 -0.46043 0.21557  0.693
C -1.12010 -0.20412 -0.96703  0.404
C -1.46074 0.88737 -0.19954  -0.314
C 1.40312 1.05642 2.28186  -0.606
C -0.75155 1.12141 0.92775  -0.170
C -0.62781 -2.48999 0.08978  -0.639
C -0.06787 -1.22214 -0.63879  0.231
H 0.23961 -3.00428 0.37770  0.236
H 0.09509 -0.63085 2.22453  0.228
H -1.27242 -2.13277 0.90178  0.235
H -1.18867 -3.07927 -0.73124  0.241
H -2.31694 1.63388 -0.43442  0.253
H 1.89536 1.84833 1.71234  0.226
H 0.98333 1.30813 3.24480  0.215
H -1.19479 2.51518 -3.77340  -0.038
H 0.64354 1.08167 -3.92008  -0.038
H 2.11434 0.25130 2.46411  0.218
H -1.16261 1.91157 1.64895  0.211

## Properties
Total charge: 0
Energy relative to the best compared isomer or geometry (same formula, charge and spin): 0.0000 eV

---

No. 3
C8H11FO | ωB97M-V with the def2-TZVPD basis set

Last column: natural (NBO) charge in e.
Geometry (Å):
F -1.84410 0.67861 -1.03031  -0.337
O 1.59816 -1.58088 0.02383  -0.460
C 1.99785 2.07705 -0.15279  -0.620
C 3.30723 -0.18174 -0.21217  -0.313
C 2.93506 -1.48758 -0.13867  0.065
C -1.85639 -1.69398 -0.84768  -0.723
C -1.71537 -0.37168 -0.20398  0.571
C 2.11293 0.59503 -0.09318  -0.223
C 1.13004 -0.32867 0.07000  0.280
C -2.02507 -0.10147 1.21720  -0.716
H 3.49329 -2.40268 -0.18445  0.197
H 2.79829 2.54720 0.41558  0.212
H 1.03894 2.39694 0.24862  0.219
H -1.62742 0.86467 1.51466  0.243
H -3.10881 -0.08006 1.38044  0.215
H -2.83461 -1.77110 -1.33199  0.225
H -1.10309 -1.83864 -1.62066  0.251
H 2.06325 2.41630 -1.18706  0.214
H 4.29856 0.20559 -0.34112  0.222
H -1.60352 -0.87616 1.84474  0.242
H -1.76341 -2.47886 -0.10543  0.236

## Properties
Total charge: 0
Energy relative to the best compared isomer or geometry (same formula, charge and spin): 4.5399 eV

---

No. 4
C8H11FO3 | ωB97M-V with the def2-TZVPD basis set

Last column: natural (NBO) charge in e.
Geometry (Å):
F -3.81327 -0.85052 1.24461  -0.330
O 0.67178 1.83627 0.63404  -0.662
O -1.86554 1.90433 0.68150  -0.566
O 1.72744 -0.10164 0.33943  -0.492
C -4.25104 0.02155 -0.87503  -0.557
C -3.53700 -0.12995 0.17246  0.407
C -1.76282 0.63434 0.34519  0.201
C -0.66120 -0.10060 0.28637  0.058
C 2.91081 0.61392 0.37218  -0.072
C 3.96437 -0.21501 -0.31452  -0.614
C 0.62228 0.61800 0.49090  0.600
C -0.74393 -1.54526 -0.14863  -0.660
H 3.38360 0.69393 1.40166  0.170
H -5.16191 -0.52471 -1.09110  0.221
H -1.16817 -1.45613 -1.09664  0.241
H 4.84830 0.05443 0.12659  0.207
H 3.68399 -1.31173 -0.17691  0.217
H 3.99642 -0.11797 -1.42869  0.204
H 2.74653 1.52713 -0.08436  0.201
H -1.13897 -2.26514 0.65955  0.254
H 0.18928 -1.92827 -0.30857  0.234
H -3.84946 0.49945 -1.82341  0.233
H -0.79151 2.14359 0.59336  0.506

## Properties
⟨S²⟩: 2.008
Total charge: 0
Energy relative to the best compared isomer or geometry (same formula, charge and spin): 1.2986 eV
Spin multiplicity: 3

---

No. 5
C8H11IN3O2P | ωB97M-V with the def2-TZVPD basis set

Last column: natural (NBO) charge in e.
Geometry (Å):
I -1.72689 -3.63539 -2.82447  0.148
P -0.65458 -0.68513 -3.90367  0.313
O 0.05304 1.16723 4.46763  -0.618
O 1.04942 -0.51055 -1.42166  -0.454
N 1.20452 1.81807 1.23582  -0.472
N 0.94523 3.00071 3.56854  -0.807
N 0.80350 -0.84681 0.89267  -0.459
C 1.37997 1.33227 0.08138  0.144
C 0.77726 1.08958 2.25977  0.091
C -1.12014 -1.69510 -2.34504  -0.388
C 0.39053 -1.79830 -1.61581  -0.120
C 0.57260 1.76580 3.53903  0.561
C -2.17765 -1.10972 -1.46042  -0.678
C 0.68369 -0.28163 2.05527  0.079
C 1.09438 -0.09515 -0.14549  0.356
H 0.33990 -2.26563 -0.69288  0.222
H 1.01814 3.73185 4.35344  0.419
H 1.09159 -2.25669 -2.36284  0.206
H -0.35045 0.42313 -2.89146  -0.005
H -3.11428 -1.18122 -1.97132  0.227
H 0.46712 -0.95620 2.82753  0.211
H 1.93604 1.91179 -0.70634  0.199
H -1.86619 -0.17837 -1.19934  0.214
H -2.23012 -1.76960 -0.60380  0.219
H 1.53127 3.40365 2.78119  0.412
H -2.09789 -0.37859 -3.91771  -0.020

## Properties
⟨S²⟩: 2.018
Total charge: 0
Electronic energy: -34423.49229 eV
Spin multiplicity: 3

---

No. 6
C8H11IO2 | ωB97M-V with the def2-TZVPD basis set

Last column: natural (NBO) charge in e.
Geometry (Å):
I -4.27811 -0.43143 -0.08010  -0.353
O -2.04901 2.48479 -1.17581  -0.454
O -0.89422 -2.77370 -1.07157  -0.466
C -0.73068 -1.90606 -0.24856  0.481
C -0.08119 -0.56944 -0.56873  -0.257
C 0.87005 1.47884 0.59722  -0.598
C -1.00004 0.51672 -0.68899  0.309
C -0.27388 0.46062 0.58974  -0.081
C 1.26516 -0.70829 -1.26165  -0.612
C -0.80486 0.11667 2.02198  -0.594
C -1.79491 1.34954 -1.46606  0.266
H -0.90475 -1.94422 0.83509  0.144
H -1.58302 -0.53676 2.09849  0.232
H 1.03029 1.75487 -0.41104  0.217
H 1.22662 -0.13821 -2.21955  0.230
H 2.04280 -0.41630 -0.58354  0.230
H 0.59896 2.41159 1.21395  0.237
H 1.67945 1.00524 1.11910  0.219
H 1.39706 -1.73801 -1.65548  0.251
H -0.03340 -0.42711 2.43738  0.209
H -2.26690 0.81548 -2.37162  0.153
H -1.01900 1.04799 2.58209  0.239

## Properties
Total charge: 0
Energy relative to the best compared isomer or geometry (same formula, charge and spin): 2.1680 eV

---

No. 7
C8H11N | ωB97M-V with the def2-TZVPD basis set

Last column: natural (NBO) charge in e.
Geometry (Å):
N 1.39642 -1.65329 -0.26849  -0.410
C -1.83991 -0.37515 -1.22277  -0.628
C 0.17684 2.15396 -0.14795  -0.508
C 0.26433 -1.17834 -0.20972  0.391
C 2.48837 -0.71089 -0.09491  -0.260
C -0.97038 -0.72047 -0.04961  -0.170
C -1.55959 -0.60923 1.38841  -0.606
C 0.98845 1.20225 0.14418  0.092
C 2.13218 0.65964 0.45000  -0.331
H -2.34390 0.08975 1.39348  0.215
H 3.27878 -1.15136 0.45031  0.208
H 2.86862 -0.69154 -1.11834  0.211
H 2.88363 1.14487 1.15300  0.241
H -2.29281 -1.54146 1.44568  0.204
H -0.92961 2.09002 0.08125  0.221
H -1.93665 -1.25369 -1.97993  0.237
H 0.49292 2.69189 -1.15459  0.227
H -1.35706 0.62343 -1.64636  0.224
H -2.76521 -0.04295 -0.83907  0.213
H -0.97544 -0.72745 2.22543  0.229

## Properties
SMILES: C=C=CCN=C=C(C)C
Total charge: 0
Energy relative to the best compared isomer or geometry (same formula, charge and spin): 3.6538 eV

---

No. 8
C8H11N2 | ωB97M-V with the def2-TZVPD basis set

Last column: natural (NBO) charge in e.
Geometry (Å):
N -0.67522 -1.52476 -3.26843  -0.735
N 1.49952 -0.59401 -0.34681  -0.401
C 0.40639 2.05998 4.33609  -0.263
C 1.57411 -1.08156 -3.40353  -0.812
C -0.36331 0.16613 1.35032  -0.220
C 0.01673 1.01268 2.22708  0.197
C 0.26364 -0.82550 -2.87970  0.706
C -1.77403 -0.17240 1.00610  -0.610
C 0.67290 -0.26167 0.36828  0.337
C 0.11518 2.09039 2.95298  -0.333
H 0.15172 3.04731 2.44972  0.252
H 2.37272 -0.31594 -3.24838  0.311
H -1.99658 -0.99698 1.69369  0.248
H -0.79640 -2.22505 -4.06602  0.461
H -1.60524 -1.32048 -2.84180  0.444
H 2.01192 -1.98136 -2.87455  0.321
H 1.42739 -1.51402 -4.43055  0.264
H 0.32651 1.15312 4.94547  0.195
H -2.41585 0.67209 1.20078  0.239
H 0.60813 2.93350 4.89930  0.198
H -1.82021 -0.32148 -0.07004  0.198

## Properties
Total charge: +1
Energy relative to the best compared isomer or geometry (same formula, charge and spin): 6.7830 eV

---

No. 9
C8H11N3O2 | ωB97M-V with the def2-TZVPD basis set

Last column: natural (NBO) charge in e.
Geometry (Å):
O 2.27685 0.41555 1.54325  -0.475
O 1.38747 2.22587 2.58462  -0.590
N -1.55301 -0.67860 -0.77783  -0.225
N 1.82703 1.94163 -1.72411  -0.683
N -0.36872 -0.00791 -1.09633  -0.236
C 2.31492 1.60135 -0.53038  0.069
C 0.45688 0.09901 0.05415  0.262
C -1.48888 -1.15987 0.41235  0.254
C 2.15159 1.28668 2.47782  0.645
C -0.08765 0.30537 -2.51785  -0.406
C -0.26857 -0.62630 1.14898  -0.526
C 1.56981 0.80685 0.33913  0.052
C -2.62853 -1.88038 1.09241  -0.648
H 3.20188 2.15373 -0.22557  0.184
H -3.31184 -1.13863 1.47563  0.231
H -0.88878 -0.21783 -3.13167  0.215
H 0.38348 -1.17649 1.73825  0.250
H 0.84104 -0.25346 -2.80649  0.204
H -3.11897 -2.56583 0.31441  0.245
H 2.50763 2.59057 -2.16890  0.337
H -0.01809 1.40157 -2.62470  0.258
H 2.83489 1.08876 3.33485  0.113
H -0.67555 0.03721 1.79896  0.254
H -2.02130 -2.24721 1.81995  0.216

## Properties
SMILES: [H]/N=C/C(OC=O)=C1/CC(C)=NN1C
Total charge: 0
Energy relative to the best compared isomer or geometry (same formula, charge and spin): 1.4222 eV

---

No. 10
C8H11N3O2 | ωB97M-V with the def2-TZVPD basis set

Last column: natural (NBO) charge in e.
Geometry (Å):
O 0.71355 -2.00321 0.77343  -0.470
O 3.17697 -0.19020 0.71241  -0.523
N -1.12209 1.21518 0.31626  -0.302
N -0.51316 2.23416 -0.28412  0.058
N 0.74488 2.23334 -0.19687  -0.242
C -0.10662 -1.08778 0.06983  0.152
C -0.56431 -2.39292 0.54247  -0.076
C 1.44493 1.29831 0.59878  -0.112
C 0.29753 -0.77248 -1.35381  -0.411
C -0.45470 0.15851 0.85029  -0.020
C -2.55338 1.31585 0.41908  -0.388
C 1.80728 -0.32707 -1.24937  -0.506
C 2.21714 0.18371 0.09199  0.520
H -0.90526 -3.12558 -0.31185  0.179
H 2.11514 0.63637 -1.86683  0.244
H -2.71518 0.59525 1.24282  0.200
H 0.09674 -1.62547 -2.15637  0.229
H -1.12466 -2.33222 1.40148  0.172
H 1.93173 1.80972 1.35070  0.223
H -3.12588 1.00894 -0.38519  0.199
H -2.87967 2.33411 0.64814  0.218
H -0.75070 -0.05818 1.83835  0.199
H -0.26349 0.02340 -1.60227  0.211
H 2.53320 -1.13174 -1.44934  0.246

## Properties
Total charge: 0
Energy relative to the best compared isomer or geometry (same formula, charge and spin): 4.1327 eV

---

What did the seventh record say?
C8H11N | ωB97M-V with the def2-TZVPD basis set

Last column: natural (NBO) charge in e.
Geometry (Å):
N 1.39642 -1.65329 -0.26849  -0.410
C -1.83991 -0.37515 -1.22277  -0.628
C 0.17684 2.15396 -0.14795  -0.508
C 0.26433 -1.17834 -0.20972  0.391
C 2.48837 -0.71089 -0.09491  -0.260
C -0.97038 -0.72047 -0.04961  -0.170
C -1.55959 -0.60923 1.38841  -0.606
C 0.98845 1.20225 0.14418  0.092
C 2.13218 0.65964 0.45000  -0.331
H -2.34390 0.08975 1.39348  0.215
H 3.27878 -1.15136 0.45031  0.208
H 2.86862 -0.69154 -1.11834  0.211
H 2.88363 1.14487 1.15300  0.241
H -2.29281 -1.54146 1.44568  0.204
H -0.92961 2.09002 0.08125  0.221
H -1.93665 -1.25369 -1.97993  0.237
H 0.49292 2.69189 -1.15459  0.227
H -1.35706 0.62343 -1.64636  0.224
H -2.76521 -0.04295 -0.83907  0.213
H -0.97544 -0.72745 2.22543  0.229

## Properties
SMILES: C=C=CCN=C=C(C)C
Total charge: 0
Energy relative to the best compared isomer or geometry (same formula, charge and spin): 3.6538 eV

---

- Look up the total charge of the eighth one.
  +1